(1)
{"formula": "C24H20As2CuF12N4O8", "method": "ωB97M-V/def2-TZVPD", "gap_ev": 7.01, "total_charge": -1, "homo_ha": -0.2324, "lumo_energy_ha": 0.02532, "molar_mass_g_mol": 933.81, "e_above_lowest_kcal_mol": 4.2, "species": ["Cu", "As", "F", "F", "F", "F", "F", "F", "As", "F", "F", "F", "F", "F", "F", "C", "C", "C", "C", "C", "C", "N", "O", "O", "H", "H", "H", "H", "H", "C", "C", "C", "C", "C", "C", "N", "O", "O", "H", "H", "H", "H", "H", "C", "C", "C", "C", "C", "C", "N", "O", "O", "H", "H", "H", "H", "H", "C", "C", "C", "C", "C", "C", "N", "O", "O", "H", "H", "H", "H", "H"], "coordinates": [[0.3897, -0.8786, 0.2141], [3.3363, -2.1955, -2.2946], [3.7123, -0.4629, -2.1781], [4.2419, -2.5354, -0.8633], [2.8789, -3.8839, -2.4597], [2.3513, -1.8498, -3.7226], [4.7564, -2.4529, -3.2830], [1.9067, -1.8272, -1.3094], [1.8656, -4.0384, 2.1784], [0.2280, -4.6629, 2.2450], [1.9218, -4.5754, 0.5171], [3.5120, -3.4493, 2.0319], [1.7243, -3.4155, 3.8098], [2.5263, -5.5292, 2.8019], [1.2488, -2.4193, 1.6199], [-2.9178, 1.9517, -5.1859], [-1.6496, 2.4773, -5.3403], [-0.6750, 2.1556, -4.4210], [-0.9384, 1.2833, -3.3942], [-2.1733, 0.6302, -3.2978], [-3.1683, 0.9733, -4.2072], [0.0870, 0.9497, -2.4135], [1.0805, 1.6405, -2.3652], [-0.1243, -0.0108, -1.6926], [-3.7123, 2.1236, -5.9006], [-1.4808, 3.1235, -6.1908], [0.2875, 2.6356, -4.5390], [-2.3626, -0.0938, -2.5195], [-4.1603, 0.5450, -4.2309], [3.7899, 4.5562, 1.6494], [2.8124, 4.0654, 0.7866], [2.7969, 2.7398, 0.4228], [3.7862, 1.8885, 0.9283], [4.7688, 2.4038, 1.7339], [4.8258, 3.7556, 2.0845], [3.6633, 0.4525, 0.7583], [2.5311, 0.0124, 0.5985], [4.6100, -0.2587, 0.9458], [3.7976, 5.6344, 1.7679], [2.1496, 4.8245, 0.3911], [2.0615, 2.3971, -0.2926], [5.4704, 1.7141, 2.1886], [5.5688, 4.1341, 2.7706], [-4.6964, -5.3618, 0.8374], [-4.5596, -4.0100, 0.7404], [-3.4443, -3.4811, 0.1046], [-2.5185, -4.3034, -0.5283], [-2.7150, -5.6827, -0.4505], [-3.7963, -6.2194, 0.2258], [-1.2295, -3.7612, -0.9641], [-0.4071, -4.5236, -1.3750], [-1.0163, -2.5676, -0.7988], [-5.5001, -5.8957, 1.3350], [-5.2329, -3.2772, 1.1649], [-3.3677, -2.4209, -0.1042], [-2.0240, -6.3708, -0.9208], [-3.7604, -7.2817, 0.4210], [-2.4061, 4.9160, 3.9923], [-1.5079, 5.3346, 3.0034], [-0.9938, 4.3592, 2.1659], [-1.2541, 3.0155, 2.3718], [-2.0971, 2.6133, 3.3948], [-2.7196, 3.5869, 4.1616], [-0.7248, 1.9891, 1.4596], [-0.7600, 0.8262, 1.7817], [-0.2362, 2.4265, 0.4451], [-2.8264, 5.6633, 4.6545], [-1.3726, 6.3886, 2.8154], [-0.2755, 4.6548, 1.4125], [-2.3800, 1.5722, 3.4686], [-3.5026, 3.2826, 4.8430]], "lowdin_charge": [0.408, 0.787, -0.288, -0.237, -0.264, -0.293, -0.275, -0.277, 0.797, -0.280, -0.250, -0.259, -0.276, -0.272, -0.293, -0.080, -0.075, -0.004, -0.124, 0.020, -0.061, -0.287, 0.116, 0.038, 0.101, 0.107, 0.125, 0.117, 0.102, -0.097, -0.084, 0.003, -0.121, -0.002, -0.066, -0.308, 0.043, 0.137, 0.099, 0.101, 0.087, 0.123, 0.102, -0.093, -0.080, -0.004, -0.120, 0.006, -0.070, -0.314, 0.150, 0.035, 0.105, 0.105, 0.114, 0.122, 0.108, -0.079, -0.054, -0.006, -0.129, 0.007, -0.072, -0.317, 0.104, 0.085, 0.105, 0.106, 0.109, 0.124, 0.109]}

(2)
{"formula": "H2N3O2S", "method": "ωB97M-V/def2-TZVPD", "gap_ev": 7.43, "total_charge": -1, "smiles": "[H]/N=N\\[N@+]([O-])(O)[S-]", "homo_ha": -0.1229, "lumo_energy_ha": 0.15000, "molar_mass_g_mol": 108.10, "e_above_lowest_kcal_mol": 56.3, "species": ["H", "N", "N", "N", "O", "O", "S", "H"], "coordinates": [[0.0686, -1.7957, 0.3815], [0.5345, -1.6979, -0.5523], [0.2921, -0.6614, -1.1260], [-0.3263, 0.4467, -0.1250], [-0.7865, 1.3844, -0.7891], [0.9057, 0.8530, 0.4366], [-1.4279, -0.3029, 0.9890], [0.7398, 1.7740, 0.7854]], "nbo_charge": [0.339, -0.359, 0.019, 0.248, -0.640, -0.622, -0.452, 0.467]}

(3)
{"formula": "C17H13Br2N5O3PtSe", "method": "ωB97M-V/def2-TZVPD", "gap_ev": 5.27, "total_charge": 0, "homo_ha": -0.2607, "lumo_energy_ha": -0.06694, "molar_mass_g_mol": 769.17, "e_above_lowest_kcal_mol": 0.0, "species": ["Pt", "C", "C", "C", "C", "C", "C", "Br", "C", "C", "Br", "C", "O", "C", "N", "H", "H", "H", "H", "H", "H", "N", "C", "C", "O", "O", "H", "H", "H", "H", "Se", "N", "C", "C", "C", "C", "N", "C", "N", "H", "H", "H"], "coordinates": [[1.4413, -0.1674, 0.7117], [0.7111, 2.8352, 1.3434], [-0.5095, 2.0320, 1.0105], [-1.7470, 2.6797, 0.8309], [-2.8338, 1.9690, 0.4258], [-2.7514, 0.5685, 0.2619], [-3.8300, -0.2304, -0.1685], [-5.5011, 0.5489, -0.6180], [-3.6778, -1.5879, -0.2799], [-2.4815, -2.1968, 0.0822], [-2.3444, -4.0787, -0.0543], [-1.3625, -1.5090, 0.5997], [-0.3301, -2.0766, 1.0452], [-1.5131, -0.0512, 0.5644], [-0.4115, 0.7213, 0.8621], [0.4922, 3.8997, 1.2737], [1.5261, 2.5850, 0.6656], [1.0487, 2.6301, 2.3620], [-1.8015, 3.7493, 0.9781], [-3.7768, 2.4622, 0.2336], [-4.4967, -2.2002, -0.6316], [1.7686, -0.3772, 2.7137], [3.2175, -0.6294, 2.9235], [3.8655, -1.2601, 1.6829], [4.9305, -1.8188, 1.7920], [3.2147, -1.0864, 0.5655], [1.4345, 0.3710, 3.3111], [1.2071, -1.2045, 2.9204], [3.3984, -1.2553, 3.7944], [3.7062, 0.3322, 3.0787], [0.0339, 2.6763, -3.2777], [-0.1022, 1.2206, -4.2749], [0.3055, 0.2193, -3.5231], [0.3600, -1.1462, -3.9369], [0.7939, -2.0528, -3.0355], [1.1623, -1.6460, -1.7162], [1.1267, -0.4106, -1.2941], [0.7068, 0.5610, -2.1782], [0.6413, 1.8275, -1.8486], [0.0503, -1.4095, -4.9389], [0.8567, -3.1063, -3.2659], [1.4712, -2.3875, -0.9906]], "nbo_charge": [0.911, -0.655, 0.262, -0.266, -0.134, -0.042, -0.159, 0.034, -0.217, -0.205, 0.049, 0.352, -0.762, 0.069, -0.445, 0.222, 0.259, 0.215, 0.222, 0.235, 0.239, -0.759, -0.348, 0.766, -0.612, -0.726, 0.397, 0.426, 0.223, 0.225, 1.006, -0.604, 0.129, -0.141, -0.250, 0.159, -0.442, 0.253, -0.623, 0.241, 0.244, 0.255]}

(4)
{"formula": "H10NO3", "method": "ωB97M-V/def2-TZVPD", "gap_ev": 11.96, "total_charge": 1, "homo_ha": -0.5715, "lumo_energy_ha": -0.13176, "molar_mass_g_mol": 72.08, "e_above_lowest_kcal_mol": 31.2, "species": ["N", "H", "H", "H", "H", "H", "H", "O", "H", "H", "O", "H", "H", "O"], "coordinates": [[0.9188, -0.6076, -0.6630], [0.6456, -1.0955, -1.4930], [0.0670, -0.3186, -0.1507], [1.6269, -1.0716, -0.0993], [1.3677, 0.2916, -0.9564], [-1.3074, -0.3647, -1.3087], [-1.9574, 0.2456, -2.6978], [-1.3657, 0.3316, -1.9520], [1.9432, 0.8095, 1.9590], [1.6216, -0.5253, 2.4872], [1.2888, 0.1041, 1.8250], [-1.2910, 1.2725, 1.5850], [-2.2278, 0.3875, 0.5545], [-1.3303, 0.5411, 0.9103]], "nbo_charge": [-0.876, 0.439, 0.483, 0.460, 0.456, 0.457, 0.513, -0.966, 0.487, 0.492, -0.971, 0.521, 0.500, -0.996]}

(5)
{"formula": "H28KrO14", "method": "ωB97M-V/def2-TZVPD", "gap_ev": 9.00, "total_charge": 0, "homo_ha": -0.3516, "lumo_energy_ha": -0.02093, "molar_mass_g_mol": 336.01, "e_above_lowest_kcal_mol": 26.9, "species": ["Kr", "O", "H", "H", "O", "H", "H", "O", "H", "H", "O", "H", "H", "O", "H", "H", "O", "H", "H", "O", "H", "H", "O", "H", "H", "O", "H", "H", "O", "H", "H", "O", "H", "H", "O", "H", "H", "O", "H", "H", "O", "H", "H"], "coordinates": [[-15.0992, -2.6158, 11.8097], [-17.7633, -5.3223, 9.8256], [-18.3094, -5.8013, 9.2023], [-17.0059, -5.0394, 9.3132], [-14.9543, -0.5719, 7.8937], [-14.3385, -0.7238, 8.6106], [-14.6291, -1.1182, 7.1781], [-12.9722, -0.5707, 9.7374], [-12.1407, -0.4356, 9.2829], [-12.9819, 0.0969, 10.4234], [-15.7749, -4.4401, 8.0303], [-15.3006, -5.1126, 7.5413], [-15.1032, -3.8047, 8.2777], [-16.8383, -3.8767, 14.8555], [-17.3737, -4.4011, 15.4510], [-17.1478, -4.1149, 13.9816], [-14.8205, -6.4730, 10.2548], [-15.4079, -7.2286, 10.2392], [-15.3016, -5.7854, 9.7944], [-17.7274, -1.3608, 8.8664], [-17.9979, -1.0264, 8.0112], [-16.7708, -1.3384, 8.8412], [-14.1587, -3.7985, 15.3682], [-15.0797, -3.8985, 15.1274], [-13.6784, -3.9777, 14.5598], [-11.6714, -1.5184, 12.0341], [-12.0050, -1.2543, 11.1767], [-12.1173, -0.9405, 12.6535], [-14.2744, -0.6295, 15.4199], [-15.0934, -0.1409, 15.5026], [-14.5462, -1.5455, 15.3620], [-12.7583, -5.9584, 12.0249], [-13.5388, -5.9439, 11.4710], [-12.7402, -6.8427, 12.3909], [-11.9714, -3.9249, 13.7454], [-12.1038, -4.5766, 13.0571], [-11.8532, -3.0996, 13.2751], [-16.6992, 0.2835, 13.8484], [-16.4500, 0.8231, 13.0981], [-17.3168, -0.3543, 13.4908], [-18.2088, -4.7495, 12.4301], [-18.0242, -5.3579, 11.7146], [-18.6257, -3.9995, 12.0058]], "nbo_charge": [0.000, -0.975, 0.477, 0.490, -0.967, 0.490, 0.463, -0.946, 0.492, 0.493, -0.951, 0.486, 0.489, -0.969, 0.478, 0.502, -0.956, 0.486, 0.478, -0.955, 0.468, 0.482, -0.998, 0.478, 0.485, -0.958, 0.468, 0.479, -0.971, 0.472, 0.491, -0.972, 0.498, 0.475, -0.980, 0.491, 0.483, -0.941, 0.468, 0.474, -0.979, 0.502, 0.479]}

(6)
{"formula": "C3H8OS2", "method": "ωB97M-V/def2-TZVPD", "gap_ev": 9.70, "total_charge": 0, "smiles": "CSSO.C=C", "homo_ha": -0.3334, "lumo_energy_ha": 0.02294, "molar_mass_g_mol": 124.23, "e_above_lowest_kcal_mol": 42.1, "species": ["C", "S", "S", "O", "H", "H", "H", "H", "C", "C", "H", "H", "H", "H"], "coordinates": [[-3.4271, -0.0894, 0.6467], [-2.4745, 0.0809, -0.8883], [-0.8374, 0.9836, -0.3102], [-1.0019, 2.6271, -0.1857], [-4.1523, -0.8458, 0.3702], [-3.8952, 0.8785, 0.8336], [-2.5658, -0.4107, 1.3003], [-0.5886, 3.0129, -0.9287], [2.5966, -1.3205, -0.2758], [3.7001, -0.6860, 0.1061], [2.6658, -2.3230, -0.7726], [1.6550, -0.9624, -0.3731], [4.5940, -1.2180, -0.1040], [3.7313, 0.2728, 0.5814]], "nbo_charge": [-0.753, 0.092, 0.344, -0.855, 0.226, 0.230, 0.240, 0.479, -0.366, -0.387, 0.181, 0.183, 0.191, 0.197]}